Record 1
{
  "formula": "C23H34BrCl2F4NO7P",
  "method": "ωB97M-V/def2-TZVPD",
  "charge": 1,
  "gap_ev": 6.16,
  "e_lumo_ev": -5.5346,
  "energy_ha": -5712.5394,
  "species": ["C", "C", "O", "C", "C", "C", "C", "C", "C", "C", "C", "C", "C", "O", "O", "C", "C", "O", "Br", "C", "P", "O", "O", "C", "C", "F", "F", "C", "F", "F", "N", "C", "C", "C", "O", "H", "H", "H", "H", "H", "H", "H", "H", "H", "H", "H", "H", "H", "H", "H", "H", "H", "H", "H", "H", "H", "H", "H", "H", "H", "H", "H", "H", "H", "H", "Cl", "C", "C", "Cl", "H", "H", "H", "H"],
  "xyz": [[-4.23057, 4.43155, -1.72368], [-2.93146, 3.57237, -2.29514], [-3.25107, 2.14457, -2.06768], [-2.09644, 1.32909, -2.55604], [-1.86030, 0.08644, -1.46212], [-0.23862, -0.18351, -1.18119], [0.37788, -1.50250, -1.97342], [-0.47492, -2.48775, -2.98753], [-1.18869, -1.66128, -4.25565], [-1.57751, -3.45307, -2.17897], [-1.44970, -3.35634, -0.54764], [1.95629, -1.87521, -1.74931], [2.74762, -3.15816, -2.47524], [3.73396, -2.89849, -3.35954], [2.40807, -4.57273, -2.26428], [2.40097, -4.94738, -0.84248], [1.01533, -5.85897, -0.62685], [0.36440, -5.94341, 0.53625], [0.36066, -6.79970, -2.31435], [2.80300, -0.87634, -0.72683], [4.67328, -1.35934, -0.54836], [5.58694, -0.93645, -1.96544], [4.87180, -3.01642, -0.06635], [2.09317, 0.42795, 0.05126], [3.07631, 1.24023, 1.03972], [2.54489, 2.28115, 1.92299], [3.70364, 0.27068, 2.02228], [4.24176, 2.01593, 0.12050], [4.53768, 3.38948, 0.63787], [3.85396, 2.06000, -1.32613], [0.60625, 0.71964, -0.25171], [-0.06909, 1.91765, 0.36601], [-0.55146, 1.67270, 1.94807], [-0.60271, 3.08515, 2.79086], [-1.82921, 0.95309, 2.06221], [-3.94859, 4.84276, -0.65226], [-5.20535, 3.77923, -1.64329], [-4.35990, 5.36140, -2.45582], [-2.81018, 3.84990, -3.42615], [-1.99698, 3.94365, -1.68664], [-2.30880, 0.83269, -3.60094], [-1.08981, 1.94385, -2.56480], [-2.42766, -0.82972, -1.89968], [-2.38388, 0.36464, -0.43637], [0.21184, -3.28537, -3.55273], [-1.16668, -2.28354, -5.24847], [-2.28369, -1.32090, -4.01870], [-0.48740, -0.72572, -4.43296], [-2.64211, -3.03213, -2.51072], [-1.55744, -4.57281, -2.56797], [-1.94593, -2.37398, -0.10318], [-2.08987, -4.25450, -0.09510], [-0.36204, -3.46404, -0.12838], [3.28939, -5.69969, -0.58092], [2.47705, -4.05491, -0.08976], [4.93490, -0.61056, -2.67637], [5.25600, -2.98136, 0.87243], [5.23909, 1.37137, 0.24215], [-1.01800, 2.32605, -0.17785], [0.71144, 2.81862, 0.27507], [0.30583, 0.98840, 2.41901], [-1.21937, 3.88660, 2.18570], [-1.20223, 2.85192, 3.79605], [0.49457, 3.49354, 3.01779], [-1.63677, -0.03682, 2.16234], [-3.88079, 2.23616, 7.04342], [-2.14724, 1.83853, 7.14828], [-1.29332, 3.06202, 7.44211], [-1.25891, 4.20280, 6.07537], [-1.85234, 1.35726, 6.21054], [-2.03921, 1.10673, 7.95468], [-0.25931, 2.75717, 7.62692], [-1.65242, 3.60013, 8.32507]]
}

Record 2
{
  "formula": "C23H34N4O4S",
  "method": "ωB97M-V/def2-TZVPD",
  "de_lowest_kcal_mol": 485.3,
  "gap_ev": 6.98,
  "e_lumo_ev": -0.6794,
  "energy_ha": -1814.2632,
  "species": ["C", "C", "O", "C", "C", "C", "N", "C", "N", "C", "H", "H", "C", "C", "N", "C", "H", "H", "H", "C", "H", "H", "H", "H", "H", "H", "H", "C", "C", "C", "C", "C", "C", "C", "C", "C", "N", "C", "O", "H", "H", "O", "C", "C", "H", "O", "H", "H", "H", "H", "H", "H", "H", "S", "H", "H", "H", "H", "H", "H", "H", "H", "H", "H", "H", "H"],
  "xyz": [[-4.18627, 0.68316, 2.90571], [-3.30306, 1.27538, 3.87029], [-2.28083, 1.86474, 3.28138], [-1.27407, 2.40834, 4.06676], [-0.24395, 3.14020, 3.10322], [0.84273, 2.23727, 2.47215], [0.27747, 1.59509, 1.41340], [-0.11220, 2.06397, 0.15776], [-0.94054, 1.48606, -0.70643], [-0.89603, 2.06108, -2.11292], [-1.22007, 1.10251, -2.51445], [0.02989, 2.20195, -2.28634], [-1.89477, 3.17543, -2.47811], [-1.96597, 3.69826, -3.62868], [-1.16354, 4.71372, -4.16823], [-1.23842, 6.00711, -3.39064], [-0.74636, 6.89601, -4.05871], [-2.34642, 6.21674, -3.50198], [-1.22607, 6.09184, -2.31468], [0.42287, 4.48460, -3.92368], [0.48388, 3.45288, -4.57822], [0.85064, 4.35511, -2.82942], [0.87682, 5.26335, -4.41587], [-1.58887, 2.84635, -4.26522], [-3.23453, 3.89240, -3.89884], [-1.64324, 4.06362, -1.59802], [-2.79491, 2.87366, -2.11806], [-1.85148, 0.47564, -0.19687], [-0.85617, -0.84853, -0.10482], [0.32106, -0.97396, -0.59264], [0.83065, -2.30998, -0.33187], [2.15207, -2.60259, -0.93302], [2.81192, -3.72322, -0.61192], [2.16432, -4.79800, -0.13419], [0.88112, -4.57124, 0.40500], [0.15393, -3.28422, 0.46710], [-1.17829, -3.09635, 0.65244], [-1.51469, -1.77140, 0.72711], [-2.84288, -1.77032, 1.08425], [-1.46271, -3.87572, 1.38696], [0.44185, -5.20646, 0.96273], [2.85274, -6.07545, 0.34844], [3.88502, -6.34410, -0.62712], [4.84714, -5.08535, -0.64649], [5.60281, -5.36984, -1.09782], [4.07059, -3.78670, -1.16404], [5.05861, -4.77383, 0.42802], [4.31224, -7.01254, -0.31680], [3.38529, -6.48031, -1.62952], [2.84301, -1.86204, -1.26412], [0.72208, -0.25627, -1.09273], [-2.37275, 0.69543, 0.60406], [-2.66224, 0.47050, -1.12030], [1.07384, 3.49388, -0.28772], [-0.66819, 1.21645, 1.74170], [1.27938, 1.59304, 3.34490], [1.52473, 2.81795, 2.00017], [-0.62883, 3.78858, 2.69210], [0.35236, 3.75489, 4.13559], [-0.58278, 1.85007, 4.86136], [-1.85649, 3.08064, 4.66970], [-2.82042, 0.40140, 4.56768], [-3.80341, 1.89956, 4.51131], [-4.95176, 0.12901, 3.41615], [-3.72154, -0.15000, 2.20292], [-4.48963, 1.46576, 2.14928]]
}

Record 3
{
  "formula": "C23H34NO3PPdS2Sb2Te",
  "method": "ωB97M-V/def2-TZVPD",
  "charge": -2,
  "de_lowest_kcal_mol": 29.7,
  "gap_ev": 5.50,
  "e_lumo_ev": 4.4372,
  "energy_ha": -3191.5674,
  "species": ["Pd", "C", "Sb", "C", "C", "C", "C", "C", "C", "C", "C", "C", "Sb", "C", "C", "H", "H", "H", "H", "H", "H", "H", "H", "H", "H", "H", "H", "H", "H", "H", "H", "H", "H", "H", "H", "S", "C", "N", "C", "C", "C", "C", "C", "C", "S", "H", "H", "H", "H", "C", "C", "O", "P", "O", "Te", "O", "C", "C", "H", "H", "H", "H", "H", "H", "H", "H", "H", "H"],
  "xyz": [[-1.15009, -0.92842, 0.18208], [4.12307, -0.55486, -0.90218], [1.92493, -0.53083, -0.68272], [2.00243, -2.29299, 0.54331], [2.07249, 0.90618, 1.00477], [2.34352, 2.27169, 0.49112], [3.66462, 2.66062, 0.26124], [3.98956, 3.88217, -0.30598], [2.97542, 4.76012, -0.65728], [1.65852, 4.40100, -0.41246], [1.31173, 3.17853, 0.16306], [-0.12999, 2.89073, 0.42404], [-1.08960, 1.39957, -0.84804], [-0.10364, 2.01905, -2.66190], [-2.80618, 2.61678, -1.29304], [4.46587, 0.37010, -1.36598], [4.39144, -1.38855, -1.55231], [4.61411, -0.68134, 0.06422], [2.95835, -2.31513, 1.07346], [1.89422, -3.16251, -0.10158], [1.16544, -2.31378, 1.23842], [2.88373, 0.54673, 1.64113], [1.12669, 0.82980, 1.54090], [4.45402, 1.96575, 0.52593], [5.02843, 4.14227, -0.47485], [3.20390, 5.71958, -1.10719], [0.86181, 5.09360, -0.66413], [-0.71705, 3.80035, 0.28440], [-0.29781, 2.52922, 1.44167], [-0.15497, 3.10658, -2.73260], [-0.62009, 1.56648, -3.50886], [0.93686, 1.70123, -2.67363], [-2.48366, 3.47687, -1.88061], [-3.25505, 2.93191, -0.35223], [-3.54198, 2.04211, -1.85518], [-3.57091, 1.29465, 1.79301], [-2.41501, 0.75763, 2.89950], [-1.27783, 0.14136, 2.67686], [-0.57192, -0.08553, 3.83704], [0.66805, -0.72012, 3.91596], [1.27836, -0.88340, 5.14676], [0.67224, -0.42717, 6.31655], [-0.56298, 0.19964, 6.25993], [-1.17742, 0.36631, 5.02860], [-2.69776, 1.09890, 4.63558], [1.13756, -1.08213, 3.01273], [2.24068, -1.37908, 5.19817], [1.16382, -0.56500, 7.27244], [-1.04358, 0.55463, 7.16393], [-4.32448, -0.62491, -3.27655], [-3.60964, -1.32864, -2.14091], [-2.23563, -1.47432, -2.49716], [-1.29725, -2.51218, -1.60554], [0.08995, -2.48093, -2.16485], [-1.97146, -3.27928, 0.76499], [-1.98812, -3.90359, -2.25568], [-1.38281, -4.49336, -3.38837], [-0.30656, -5.48767, -2.98174], [-5.39497, -0.55591, -3.07165], [-4.17830, -1.17393, -4.20907], [-3.93351, 0.38629, -3.41141], [-4.05933, -2.30755, -1.94496], [-3.69113, -0.75270, -1.21440], [-0.95362, -3.72800, -4.04222], [-2.18502, -5.00439, -3.93647], [0.52348, -4.95478, -2.51980], [0.06183, -6.03914, -3.85294], [-0.70778, -6.19634, -2.25528]]
}